DFT (ωB97M-V/def2-TZVPD) results for one molecule with the formula C22H33N3O5S in a non-equilibrium geometry.

Results
**SMILES string**: COc1ccc(S(=O)(=O)N2CCC(C(=O)N[C@H](C(=O)N3CCCC3)C(C)C)CC2)cc1
**2S+1**: 1
**Charge**: 0
**HOMO level**: -9.0 eV

The geometry in XYZ format:
```
64
C22H33N3O5S ωB97M-V/def2-TZVPD
S 3.55399 -2.34253 0.57139
O -0.92607 -1.21140 -1.64281
O 3.40088 3.54920 0.09099
O -2.03135 0.14897 2.15984
O 3.79132 -2.65881 1.94898
O 4.42798 -2.88582 -0.42618
N 2.01586 -2.85569 0.21070
N -1.30325 1.45243 0.48864
N -2.43382 -1.65814 -0.03615
C 3.68838 4.21900 -1.11539
C 0.03411 2.81617 -0.87638
C -2.06530 0.46964 0.98115
C -4.41424 -0.29613 0.48982
C -1.17862 1.88654 -0.89252
C -0.73862 -3.32451 -0.46288
C 3.52061 -0.55983 0.39693
C -5.29415 -1.14849 -0.41945
C -0.41239 2.19557 1.36920
C 3.23958 0.23031 1.49801
C 0.40532 -3.65652 -1.42706
C 0.00875 3.39787 0.53512
C 1.61550 -2.75828 -1.17376
C -0.21341 -3.38125 0.97969
C 3.45300 2.19301 0.11699
C 3.20683 1.60180 1.36142
C 0.98864 -2.45447 1.13836
C -2.96170 -0.30499 0.00107
C 3.72697 1.38575 -0.98551
C -4.92807 1.14069 0.54359
C 3.75947 0.00870 -0.83670
C -1.34342 -1.95687 -0.77555
H -0.74100 4.18724 0.60354
H 1.41265 -2.53724 2.13953
H 1.35950 -1.72303 -1.43829
H 3.99348 -0.63314 -1.67094
H -4.92566 -2.16957 -0.47462
H 0.67901 -1.41009 0.96498
H -0.02436 3.57767 -1.65162
H -6.31391 -1.16895 -0.04311
H -4.42491 -0.70873 1.50449
H 0.10378 -4.40229 1.19714
H -4.32201 1.73832 1.22017
H -4.89869 1.59360 -0.44568
H 0.69685 -4.69783 -1.28627
H -2.65006 -2.22224 0.77167
H -1.02604 1.03298 -1.55661
H 3.07425 -0.24401 2.45208
H -5.30689 -0.73535 -1.42583
H 0.94432 2.23249 -1.01896
H 4.70126 3.99817 -1.46404
H -2.08080 2.43097 -1.19712
H -0.93942 2.45435 2.28947
H 0.07262 -3.51550 -2.45580
H -5.95548 1.15857 0.89848
H 2.96707 3.96412 -1.89765
H -1.53781 -4.06588 -0.58301
H 3.92316 1.81515 -1.95489
H -0.97945 -3.09693 1.70266
H 0.97224 3.79664 0.84210
H 0.45037 1.57252 1.63218
H 2.46750 -3.08328 -1.77133
H 3.60984 5.28030 -0.88613
H 3.00737 2.24510 2.20389
H -2.90155 0.09400 -1.01207
```

Results of the Löwdin charge analysis, in e, for atoms 1 through 6: S 0.666; O 0.068; O -0.095; O 0.061; O -0.282; O -0.281


DFT (ωB97M-V/def2-TZVPD) results for a 6-piece molecular cluster, C22H33O12 overall in a non-equilibrium geometry.

Results
**2S+1**: 1
**Charge**: -1
**HOMO level**: -4.5 eV

The geometry in XYZ format:
```
67
C22H33O12 ωB97M-V/def2-TZVPD
O 0.20080 -1.83602 -5.63669
O -1.24898 2.02320 0.81861
O 0.05660 2.52700 4.16647
O 2.30506 -1.45677 4.20492
O -3.87892 0.45691 0.47379
O 0.01485 0.18663 0.98117
O -3.56825 -2.79801 -0.03233
O 0.91157 -0.72890 -3.85782
O 0.08102 -1.48295 3.80694
O -4.41625 0.34187 -1.71360
O -2.34626 -2.41519 1.83682
O 2.27805 2.43418 3.92118
C 3.28547 3.15778 3.22204
C 1.55450 -2.54404 2.24205
C -2.42515 -2.51278 0.66013
C 2.02460 -0.69941 -2.94184
C -1.95138 -2.14019 -1.65338
C 0.97165 -1.75921 -4.72737
C 2.64250 -2.09561 -2.99870
C -4.73061 1.27537 -2.77029
C -4.95186 2.61366 -2.06635
C -3.33332 -2.77596 -1.43395
C -0.24940 1.33823 0.53169
C -4.12772 1.00373 -0.54230
C 1.17961 -1.77239 3.49106
C 2.12619 -2.65469 -4.33251
C 0.78976 1.91707 -0.46923
C 2.95965 -3.05546 2.57348
C 1.04314 2.98698 3.70234
C 1.20639 4.24175 2.85062
C -1.27029 -2.39612 -0.30739
C 2.68419 4.55746 3.01227
C -4.06341 2.49125 -0.83602
C 3.45758 -1.97735 3.54947
H 3.03086 -4.07454 2.96068
H 1.58323 -0.38761 -1.99728
H 4.14625 3.16960 3.88376
H 1.62128 -1.85048 1.40086
H 4.10253 -2.41755 4.31370
H -1.36973 -2.62783 -2.43708
H 4.03160 -1.20204 3.03757
H 1.25289 1.17804 -1.11049
H 3.16885 5.07269 2.17915
H 0.95194 3.96130 1.82696
H 2.89141 -2.65102 -5.10903
H -3.01283 2.66569 -1.08646
H 2.72917 0.07219 -3.25918
H -4.32250 3.09841 0.02161
H 0.57616 5.04864 3.20600
H 1.52630 2.44537 0.14495
H -5.65339 0.91577 -3.22523
H 0.26558 2.68988 -1.04172
H -3.92053 1.26761 -3.49934
H 0.75247 -3.24699 2.03745
H 2.37519 -2.73748 -2.16349
H 3.72971 -2.03467 -3.04187
H -6.00630 2.70453 -1.78829
H -4.74537 3.49871 -2.67212
H 2.85717 5.19023 3.88711
H -0.70906 -3.34091 -0.25302
H -1.97850 -1.06320 -1.81278
H 1.80616 -3.69144 -4.23598
H -0.54816 -1.63790 0.00013
H -3.29425 -3.81534 -1.78197
H 3.55833 -3.11877 1.65800
H -4.09427 -2.25619 -2.00919
H 3.48646 2.72324 2.24133
```

Results of the Löwdin charge analysis, in e, for atoms 1 through 6: O 0.113; O -0.051; O 0.161; O 0.018; O 0.172; O -0.077


| no. | energy (eV) | frontier orbital gap (eV) |
| --- | --- | --- |
| 1 | -48893.9805 | 9.63 |
| 2 | -47921.2826 | 6.98 |